95
Properties=species:S:1:pos:R:3:lowdin_charge:R:1 method="wB97M-V/def2-TZVPD" relative_energy_ev=1.7711 lumo_ha="0.00891 / 0.00831" spin_multiplicity=3 s2=2.0063
Ti 1.04 1.92 0.28 0.460
S 1.22 2.10 2.77 0.634
C 1.84 3.54 2.17 -1.118
N 1.99 3.76 0.88 -0.103
C 2.47 5.02 0.63 -0.296
C 2.72 5.59 -0.61 -0.024
C 3.22 6.88 -0.69 -0.095
C 3.48 7.62 0.46 -0.100
C 3.23 7.08 1.71 -0.099
C 2.73 5.79 1.79 -0.472
S 2.31 4.89 3.22 1.022
H 2.51 5.04 -1.52 0.088
H 3.42 7.31 -1.66 0.100
H 3.88 8.62 0.38 0.099
H 3.42 7.64 2.61 0.105
N 0.91 1.62 -1.87 -0.035
C 1.92 2.35 -2.63 -0.248
C 3.06 1.44 -3.09 -0.186
C 3.70 0.60 -1.98 -0.199
C 4.10 1.39 -0.72 -0.228
N 3.05 1.29 0.30 -0.098
H 0.95 0.63 -2.12 0.083
H -0.03 1.94 -2.10 0.086
H 2.32 3.13 -1.97 0.069
H 1.49 2.83 -3.52 0.119
H 3.82 2.07 -3.56 0.114
H 2.68 0.76 -3.86 0.111
H 4.59 0.13 -2.40 0.115
H 3.03 -0.20 -1.68 0.053
H 4.27 2.44 -0.96 0.117
H 5.03 0.96 -0.33 0.116
H 3.41 1.70 1.17 0.075
H 2.93 0.29 0.51 -0.029
Se -2.00 -4.59 0.25 0.486
P -2.54 -2.56 0.24 0.627
C -3.36 -2.13 -1.34 -0.317
C -2.91 -2.88 -2.43 -0.129
C -3.33 -2.58 -3.71 -0.076
C -4.20 -1.52 -3.92 -0.083
C -4.66 -0.78 -2.84 -0.085
C -4.24 -1.08 -1.56 -0.079
C -3.38 -2.14 1.81 -0.321
C -4.17 -1.02 2.03 -0.084
C -4.60 -0.72 3.31 -0.085
C -4.24 -1.52 4.38 -0.080
C -3.43 -2.63 4.17 -0.074
C -3.01 -2.94 2.89 -0.130
C -1.23 -1.33 0.28 -0.370
C 0.17 -1.40 0.38 -0.422
N 0.61 -0.14 0.41 -0.063
N -0.44 0.64 0.33 -0.204
N -1.56 -0.02 0.25 0.084
P 1.28 -2.81 0.44 0.556
Se 3.30 -2.24 0.50 0.368
C 0.90 -3.62 -1.15 -0.378
C 0.77 -4.98 -1.40 -0.138
C 0.48 -5.41 -2.68 -0.080
C 0.35 -4.51 -3.72 -0.085
C 0.53 -3.16 -3.48 -0.081
C 0.80 -2.72 -2.20 -0.107
C 0.81 -3.60 2.01 -0.379
C 0.68 -2.68 3.05 -0.096
C 0.39 -3.12 4.32 -0.075
C 0.22 -4.48 4.56 -0.085
C 0.39 -5.39 3.53 -0.077
C 0.70 -4.96 2.25 -0.124
H -2.23 -3.71 -2.27 0.038
H -2.97 -3.17 -4.54 0.104
H -4.54 -1.28 -4.92 0.102
H -5.35 0.03 -3.00 0.102
H -4.60 -0.49 -0.73 0.081
H -4.44 -0.37 1.21 0.079
H -5.23 0.15 3.47 0.101
H -4.58 -1.28 5.38 0.102
H -3.13 -3.26 4.99 0.105
H -2.39 -3.81 2.73 0.033
H 0.87 -5.70 -0.60 0.084
H 0.34 -6.47 -2.86 0.108
H 0.12 -4.86 -4.71 0.104
H 0.44 -2.45 -4.29 0.106
H 0.94 -1.66 -2.01 0.086
H 0.82 -1.62 2.86 0.106
H 0.29 -2.41 5.12 0.109
H -0.03 -4.82 5.55 0.103
H 0.28 -6.45 3.72 0.105
H 0.81 -5.67 1.46 0.083
N -2.43 4.09 0.72 0.081
C -2.19 4.62 -0.51 -0.083
C -0.97 4.13 -0.90 -0.114
N -0.48 3.33 0.08 -0.064
C -1.37 3.32 1.04 -0.178
H -3.24 4.25 1.29 0.159
H -2.88 5.27 -1.01 0.109
H -0.43 4.34 -1.80 0.107
H -1.27 2.79 1.97 0.094

---

105
Properties=species:S:1:pos:R:3:lowdin_charge:R:1 method="wB97M-V/def2-TZVPD" relative_energy_ev=0.8577 lumo_ha=0.14071 charge=-2
Ti 0.09 0.79 -0.27 1.076
C -2.75 -3.72 -1.00 -0.032
C -1.92 -3.44 0.21 -0.351
C -1.49 -4.39 1.16 -0.011
C -0.83 -3.66 2.12 -0.310
C -0.14 -4.15 3.35 -0.033
N -0.89 -2.35 1.75 0.005
N -1.55 -2.22 0.57 0.136
B -0.55 -1.13 2.64 -0.520
N -1.57 -0.02 2.33 0.041
N -1.60 0.68 1.16 0.031
C -2.77 1.31 1.11 -0.325
C -3.18 2.30 0.07 -0.019
C -3.52 0.99 2.25 0.008
C -2.73 0.16 3.00 -0.276
C -3.00 -0.45 4.33 -0.029
N 0.86 -0.53 2.50 0.043
N 1.23 0.34 1.52 -0.006
C 2.48 0.73 1.79 -0.340
C 3.25 1.77 1.04 -0.022
C 2.93 0.09 2.95 0.017
C 1.87 -0.69 3.38 -0.271
C 1.81 -1.54 4.60 -0.023
H -3.29 -4.66 -0.86 0.065
H -3.46 -2.92 -1.18 0.077
H -2.14 -3.83 -1.89 0.069
H -1.64 -5.46 1.14 0.096
H -0.31 -5.22 3.45 0.074
H 0.93 -3.97 3.28 0.065
H -0.52 -3.65 4.24 0.071
H -0.68 -1.48 3.77 0.102
H -2.33 2.95 -0.18 0.064
H -3.50 1.81 -0.84 0.059
H -4.00 2.91 0.46 0.081
H -4.50 1.37 2.50 0.104
H -3.91 -0.02 4.75 0.073
H -3.13 -1.53 4.24 0.082
H -2.18 -0.27 5.02 0.075
H 2.61 2.28 0.33 0.061
H 3.66 2.49 1.75 0.076
H 4.09 1.32 0.50 0.078
H 3.89 0.20 3.41 0.110
H 2.70 -1.36 5.20 0.077
H 0.93 -1.33 5.19 0.074
H 1.79 -2.60 4.33 0.055
Cl 7.08 -2.68 -1.35 0.617
C 5.57 -1.84 -1.32 -0.734
C 4.46 -2.38 -0.69 -0.710
Cl 4.60 -3.94 0.03 0.653
C 3.25 -1.70 -0.63 -0.589
Cl 1.93 -2.51 0.08 0.821
C 3.07 -0.39 -1.18 -0.440
O 2.03 0.36 -1.08 -0.207
C 4.23 0.08 -1.87 -0.584
Cl 4.13 1.62 -2.65 0.751
C 5.43 -0.60 -1.94 -0.715
Cl 6.78 0.08 -2.77 0.634
O -3.17 0.73 -2.68 0.044
C -2.02 0.36 -2.50 -0.523
O -1.24 0.82 -1.57 -0.177
C -1.44 -0.65 -3.44 -0.037
C -2.10 -0.90 -4.60 0.062
C -1.67 -1.93 -5.46 -0.167
C -0.56 -2.69 -5.13 0.066
C 0.15 -2.44 -3.97 -0.051
C -0.27 -1.41 -3.01 -0.272
O 0.26 -1.22 -1.90 -0.060
N 1.29 -3.29 -3.75 -0.340
O 1.40 -4.30 -4.44 0.017
O 2.12 -2.97 -2.92 0.068
N -2.37 -2.18 -6.68 -0.379
O -3.30 -1.45 -6.99 0.024
O -2.01 -3.13 -7.38 0.016
H -2.97 -0.32 -4.84 0.126
H -0.24 -3.48 -5.79 0.122
C -1.26 3.79 2.74 -0.053
C 0.16 4.29 2.54 -0.375
C 1.16 3.25 3.05 -0.056
C 0.39 4.74 1.10 -0.126
C 0.56 6.12 0.98 -0.083
C 0.71 6.75 -0.24 -0.116
C 0.63 5.97 -1.37 -0.077
C 0.44 4.59 -1.33 -0.126
C 0.29 3.95 -2.70 -0.364
C -1.19 3.72 -3.04 -0.043
C 1.11 2.68 -2.87 -0.099
C 0.34 3.89 -0.07 -0.215
N 0.26 2.53 0.01 -0.024
H -1.46 3.56 3.79 0.078
H -1.39 2.89 2.16 0.044
H -1.99 4.54 2.40 0.085
H 0.29 5.19 3.16 0.110
H 1.02 2.33 2.50 0.046
H 1.00 3.07 4.12 0.081
H 2.18 3.60 2.90 0.075
H 0.58 6.72 1.88 0.096
H 0.86 7.82 -0.30 0.084
H 0.71 6.44 -2.34 0.101
H 0.69 4.68 -3.41 0.114
H -1.63 3.01 -2.34 0.050
H -1.28 3.31 -4.05 0.083
H -1.75 4.66 -2.99 0.077
H 0.64 1.86 -2.35 0.021
H 2.10 2.83 -2.45 0.006
H 1.22 2.42 -3.93 0.090

---

93
Properties=species:S:1:pos:R:3:lowdin_charge:R:1 method="wB97M-V/def2-TZVPD" relative_energy_ev=2.2095 lumo_ha=0.13728 charge=-2
Pd 0.32 -0.18 -0.42 0.275
Te -1.27 4.76 1.10 1.201
C -1.82 6.42 -0.07 -0.545
C -1.67 6.44 -1.46 -0.141
C -2.03 7.58 -2.17 -0.175
N -2.52 8.69 -1.61 0.018
C -2.66 8.66 -0.29 -0.198
C -2.34 7.58 0.51 -0.158
C -0.80 3.39 -0.40 -1.026
P 0.97 2.94 -0.52 0.902
C 1.84 4.54 -0.16 -0.408
C 2.31 4.67 1.15 -0.161
C 2.99 5.79 1.58 -0.112
C 3.25 6.83 0.69 -0.125
C 2.82 6.72 -0.62 -0.108
C 2.12 5.59 -1.04 -0.090
C 1.26 2.83 -2.36 -0.380
C 0.73 3.69 -3.32 -0.142
C 0.98 3.50 -4.68 -0.109
C 1.74 2.42 -5.09 -0.125
C 2.25 1.54 -4.15 -0.102
C 2.01 1.75 -2.79 -0.116
P -1.78 1.88 -0.02 0.829
C -1.61 0.88 -1.58 -0.421
C -1.67 -0.52 -1.51 -0.245
C -1.59 -1.28 -2.69 -0.113
C -1.50 -0.66 -3.92 -0.114
C -1.48 0.74 -4.00 -0.101
C -1.54 1.49 -2.85 -0.108
C -3.52 2.46 -0.43 -0.387
C -3.83 3.55 -1.23 -0.113
C -5.15 3.88 -1.51 -0.100
C -6.19 3.10 -1.00 -0.128
C -5.89 2.01 -0.20 -0.117
C -4.56 1.70 0.09 -0.123
H -1.28 5.56 -1.95 0.054
H -1.92 7.59 -3.25 0.092
H -3.07 9.57 0.17 0.086
H -2.49 7.65 1.58 0.081
H 2.12 3.85 1.84 0.095
H 3.33 5.86 2.61 0.090
H 3.79 7.71 1.02 0.084
H 3.01 7.52 -1.32 0.089
H 1.80 5.53 -2.07 0.080
H 0.08 4.50 -3.01 0.076
H 0.56 4.18 -5.41 0.090
H 1.92 2.25 -6.15 0.085
H 2.82 0.67 -4.46 0.091
H 2.38 1.04 -2.06 0.069
H -1.85 -1.00 -0.56 0.047
H -1.59 -2.36 -2.61 0.071
H -1.42 -1.26 -4.83 0.084
H -1.41 1.23 -4.96 0.091
H -1.52 2.57 -2.90 0.083
H -3.02 4.15 -1.62 0.063
H -5.37 4.74 -2.13 0.092
H -7.22 3.35 -1.22 0.082
H -6.69 1.39 0.21 0.088
H -4.33 0.85 0.73 0.071
C -5.17 -1.84 -1.20 -0.080
C -4.18 -2.96 -0.93 -0.271
N -4.53 -3.78 0.22 -0.001
C -4.29 -3.45 1.49 -0.879
S -3.46 -2.10 1.99 0.663
N -4.77 -4.36 2.42 -0.046
C -4.67 -5.80 2.18 -0.269
C -3.23 -6.27 1.96 -0.085
H -4.86 -1.27 -2.07 0.078
H -5.21 -1.16 -0.35 0.043
H -6.17 -2.24 -1.38 0.066
H -3.18 -2.57 -0.75 0.045
H -4.09 -3.63 -1.79 0.114
H -5.23 -4.50 0.06 0.124
H -4.45 -4.08 3.34 0.087
H -5.29 -6.07 1.32 0.093
H -5.11 -6.29 3.04 0.105
H -2.77 -5.76 1.11 0.060
H -3.21 -7.35 1.76 0.067
H -2.62 -6.07 2.84 0.077
C 1.23 -5.42 0.29 -0.090
C 0.62 -4.46 1.07 -0.070
C -0.44 -3.74 0.53 -0.153
N -0.90 -3.94 -0.70 0.074
C -0.29 -4.85 -1.45 -0.170
C 0.77 -5.62 -1.01 -0.096
H 2.07 -5.99 0.67 0.095
H 0.98 -4.21 2.06 0.098
H -0.91 -2.95 1.10 0.054
H -0.65 -4.95 -2.47 0.095
H 1.24 -6.34 -1.67 0.086
F 2.02 0.32 2.08 0.007
B 1.50 -0.60 1.22 -0.774
F 1.80 -1.85 1.77 -0.015

---

102
Properties=species:S:1:pos:R:3:nbo_charge:R:1 method="wB97M-V/def2-TZVPD" lumo_ha=0.10810 charge=-2
Ba 1.27 -0.51 -0.68 1.832
O 0.67 4.57 -0.91 -0.678
C 0.29 3.41 -0.74 0.629
N 0.22 2.72 0.40 -0.710
C 0.84 3.01 1.54 0.655
O 2.02 3.29 1.78 -0.667
C -0.07 2.95 2.76 0.173
C -0.32 4.14 3.45 -0.246
C -1.14 4.11 4.56 -0.182
C -1.69 2.89 4.96 -0.294
C -1.38 1.77 4.21 0.042
N -0.59 1.78 3.14 -0.437
C -0.34 2.69 -1.94 0.140
C -0.53 3.38 -3.13 -0.235
C -1.16 2.72 -4.17 -0.188
C -1.58 1.40 -4.00 -0.255
C -1.33 0.79 -2.77 0.047
N -0.74 1.44 -1.77 -0.462
H 0.14 5.05 3.10 0.227
H -1.36 5.02 5.11 0.201
H -2.34 2.81 5.82 0.205
H -1.79 0.80 4.48 0.186
H -0.18 4.40 -3.20 0.235
H -1.32 3.22 -5.12 0.196
H -2.06 0.85 -4.79 0.209
H -1.59 -0.24 -2.59 0.235
N -0.54 -1.16 1.52 -0.901
C -0.52 -2.56 1.98 -0.295
C 0.04 -3.57 0.93 0.610
O -0.33 -4.75 1.08 -0.776
N 0.88 -3.04 0.07 -0.795
C 1.19 -3.78 -1.16 -0.375
C 0.58 -3.14 -2.45 0.776
O 0.67 -3.78 -3.50 -0.750
O 0.04 -1.99 -2.35 -0.896
H -0.69 -0.50 2.28 0.373
H -1.33 -1.06 0.89 0.383
H -1.51 -2.93 2.26 0.175
H 0.10 -2.62 2.89 0.163
H 0.82 -4.81 -1.15 0.210
H 2.26 -3.80 -1.36 0.189
C 2.75 2.19 5.15 -0.623
C 3.99 1.42 4.74 -0.403
C 4.04 1.12 3.24 -0.618
S 2.59 0.24 2.64 1.293
O 2.85 0.11 1.16 -1.050
C 2.92 -1.43 3.24 -0.612
C 4.09 -2.15 2.57 -0.420
C 3.94 -3.66 2.72 -0.605
H 2.80 2.48 6.20 0.194
H 1.83 1.61 5.01 0.214
H 2.63 3.09 4.54 0.233
H 4.08 0.49 5.31 0.189
H 4.88 2.00 4.98 0.201
H 4.92 0.55 2.95 0.222
H 4.01 2.04 2.66 0.271
H 2.00 -1.96 2.99 0.256
H 3.01 -1.39 4.33 0.207
H 5.04 -1.80 2.99 0.181
H 4.08 -1.89 1.51 0.251
H 3.92 -3.96 3.77 0.182
H 4.77 -4.18 2.24 0.204
H 3.02 -3.99 2.25 0.243
O 3.46 -0.92 -2.05 -0.781
C 3.15 0.00 -2.85 0.750
O 2.16 0.77 -2.81 -0.773
C 4.11 0.20 -4.02 -0.099
C 5.19 -0.66 -4.20 -0.172
C 6.06 -0.48 -5.26 -0.210
C 5.83 0.58 -6.12 -0.007
C 4.76 1.46 -5.98 -0.215
C 3.90 1.25 -4.91 -0.132
N 6.76 0.79 -7.24 0.538
O 7.71 0.03 -7.36 -0.406
O 6.54 1.70 -8.02 -0.405
H 5.31 -1.47 -3.49 0.247
H 6.90 -1.13 -5.42 0.235
H 4.62 2.27 -6.68 0.233
H 3.05 1.90 -4.74 0.240
C -3.82 1.73 -0.75 -0.259
C -3.11 0.91 0.13 0.065
N -3.40 -0.37 0.31 -0.439
C -4.42 -0.89 -0.36 0.093
C -5.20 -0.16 -1.26 -0.156
C -4.87 1.18 -1.46 -0.145
C -6.26 -0.78 -2.05 -0.081
C -7.25 -1.62 -1.71 -0.260
C -7.68 -2.05 -0.38 0.209
C -8.73 -2.98 -0.26 -0.300
C -9.13 -3.32 1.01 0.067
N -8.57 -2.80 2.10 -0.466
C -7.59 -1.94 1.89 0.264
N -7.11 -1.53 0.72 -0.442
H -3.52 2.75 -0.88 0.226
H -2.25 1.32 0.65 0.236
H -4.61 -1.94 -0.21 0.198
H -5.42 1.78 -2.17 0.203
H -6.21 -0.54 -3.11 0.205
H -7.87 -2.00 -2.51 0.199
H -9.19 -3.41 -1.14 0.216
H -9.94 -4.03 1.16 0.186
H -7.11 -1.52 2.77 0.180

---

93
Properties=species:S:1:pos:R:3:lowdin_charge:R:1 method="wB97M-V/def2-TZVPD" relative_energy_ev=0.4658 lumo_ha=-0.08361 charge=+1
Sc -0.37 0.04 -0.04 0.928
C -3.74 -0.16 -0.65 -0.135
N -2.86 0.84 -0.04 -0.177
C -3.18 0.96 1.39 -0.121
C -2.25 1.95 2.04 -0.286
C -2.64 2.70 3.14 0.000
C -1.74 3.62 3.66 -0.030
C -0.52 3.78 3.04 -0.017
C -0.21 2.98 1.95 -0.079
N -1.05 2.07 1.47 0.080
C -3.05 2.13 -0.72 -0.102
C -1.86 2.66 -1.48 -0.251
C -1.99 3.87 -2.15 -0.005
C -0.91 4.37 -2.85 -0.032
C 0.27 3.64 -2.87 -0.027
C 0.31 2.45 -2.18 -0.128
N -0.73 1.95 -1.50 0.033
C -3.38 -1.57 -0.27 -0.266
C -4.37 -2.54 -0.19 -0.002
C -4.01 -3.86 0.04 -0.029
C -2.66 -4.15 0.17 -0.020
C -1.74 -3.12 0.09 -0.117
N -2.08 -1.84 -0.10 0.070
H -3.65 -0.07 -1.73 0.100
H -4.79 0.04 -0.40 0.140
H -3.10 -0.03 1.85 0.127
H -4.22 1.29 1.52 0.142
H -3.62 2.57 3.58 0.123
H -2.01 4.22 4.53 0.119
H 0.21 4.50 3.40 0.118
H 0.73 3.08 1.44 0.115
H -3.35 2.90 0.01 0.139
H -3.89 2.06 -1.42 0.138
H -2.92 4.42 -2.10 0.126
H -0.98 5.32 -3.37 0.119
H 1.15 3.99 -3.40 0.118
H 1.22 1.86 -2.14 0.094
H -5.41 -2.26 -0.32 0.121
H -4.76 -4.63 0.11 0.119
H -2.31 -5.16 0.33 0.120
H -0.69 -3.32 0.15 0.098
N -0.38 -0.55 2.17 0.048
C -0.32 -1.89 2.68 -0.224
C -1.18 -2.20 3.73 -0.029
C -1.24 -3.48 4.26 -0.075
C -0.42 -4.46 3.73 -0.073
C 0.44 -4.15 2.69 -0.031
C 0.52 -2.86 2.14 -0.144
C 1.42 -2.61 0.98 -0.199
C 2.55 -3.43 0.82 -0.032
C 3.36 -3.33 -0.29 -0.072
C 3.08 -2.37 -1.25 -0.080
C 2.01 -1.52 -1.05 -0.176
C 1.14 -1.61 0.04 -0.171
H 0.50 -0.02 2.36 0.078
H -1.09 -0.07 2.71 0.071
H -1.81 -1.42 4.15 0.112
H -1.91 -3.70 5.08 0.107
H -0.45 -5.47 4.12 0.107
H 1.04 -4.94 2.26 0.110
H 2.81 -4.15 1.59 0.108
H 4.23 -3.97 -0.39 0.106
H 3.73 -2.26 -2.11 0.105
H 1.89 -0.70 -1.75 0.049
C 0.52 -0.44 -4.13 -0.259
P -0.76 -0.92 -2.90 0.820
C -0.76 -2.74 -3.10 -0.251
C -2.25 -0.47 -3.87 -0.265
H 0.30 -0.92 -5.09 0.051
H 1.51 -0.76 -3.80 0.033
H 0.52 0.64 -4.27 0.034
H -0.77 -3.01 -4.16 0.054
H -1.63 -3.17 -2.61 0.031
H 0.14 -3.15 -2.63 0.045
H -2.11 -0.72 -4.92 0.051
H -2.45 0.60 -3.79 0.037
H -3.12 -1.02 -3.51 0.036
O 2.01 0.90 2.26 0.042
C 2.25 1.18 1.08 -0.561
O 1.39 1.12 0.13 -0.166
C 3.62 1.66 0.71 -0.104
C 4.51 2.04 1.71 0.015
C 5.77 2.50 1.39 0.022
C 6.13 2.55 0.06 -0.133
C 5.29 2.16 -0.96 0.018
C 4.02 1.72 -0.62 0.004
N 7.49 3.03 -0.29 -0.352
O 8.21 3.37 0.62 0.090
O 7.77 3.08 -1.47 0.083
H 4.19 1.97 2.74 0.124
H 6.48 2.80 2.15 0.124
H 5.63 2.21 -1.99 0.121
H 3.33 1.40 -1.39 0.100